# 1
A molecular structure, C54H46N4P2SeSiZn, computed with ωB97M-V/def2-TZVPD.

Each line ends with the Löwdin charge.
Cartesian coordinates (Å):
1 Zn -0.4464 -0.2044 0.3678  0.183
2 C -1.2526 0.3458 4.6539  -0.030
3 C -1.2384 0.5235 3.2638  -0.136
4 N -0.1789 0.2587 2.5240  0.051
5 C 0.9401 -0.1975 3.1227  -0.175
6 C 1.0172 -0.4127 4.5021  -0.146
7 C -0.1268 -0.1331 5.2700  0.002
8 C 2.2401 -0.8948 5.0825  -0.020
9 C 3.3274 -1.1049 4.3149  -0.025
10 C 3.2899 -0.8536 2.9009  -0.149
11 C 4.4200 -0.9979 2.0799  0.002
12 C 4.3225 -0.6922 0.7506  -0.021
13 C 3.0811 -0.2828 0.2431  -0.109
14 N 1.9929 -0.1813 0.9746  0.104
15 C 2.0998 -0.4375 2.2946  -0.179
16 H -2.1504 0.5747 5.2106  0.112
17 H -2.1058 0.8794 2.7168  0.045
18 H -0.1013 -0.2970 6.3405  0.121
19 H 2.2675 -1.0785 6.1493  0.118
20 H 4.2529 -1.4609 4.7496  0.120
21 H 5.3551 -1.3311 2.5133  0.122
22 H 5.1732 -0.7600 0.0874  0.111
23 H 2.9886 -0.0270 -0.8022  0.098
24 C 0.8670 2.9448 -3.1482  -0.154
25 N 0.4663 2.0854 -2.0344  -0.504
26 P 0.0884 0.4279 -2.2294  0.959
27 C -1.0756 0.4037 -3.6306  -0.331
28 C -2.1939 1.2378 -3.5831  -0.135
29 C -3.1304 1.2139 -4.6042  -0.083
30 C -2.9722 0.3436 -5.6751  -0.081
31 C -1.8723 -0.4992 -5.7215  -0.077
32 C -0.9243 -0.4668 -4.7076  -0.077
33 C 1.5487 -0.3715 -2.9912  -0.371
34 C 1.8904 -1.6239 -2.4880  -0.128
35 C 2.9841 -2.3218 -2.9841  -0.071
36 C 3.7525 -1.7671 -3.9949  -0.080
37 C 3.4148 -0.5249 -4.5194  -0.075
38 C 2.3128 0.1606 -4.0329  -0.087
39 P 0.3481 2.6094 -0.4118  0.951
40 C 1.9706 3.3297 0.0527  -0.355
41 C 2.7407 4.1787 -0.7432  -0.078
42 C 3.9398 4.6914 -0.2735  -0.078
43 C 4.3752 4.3911 1.0114  -0.085
44 C 3.6018 3.5807 1.8276  -0.077
45 C 2.4110 3.0532 1.3450  -0.122
46 C -0.6449 4.1459 -0.5033  -0.359
47 C -1.5965 4.3686 -1.4922  -0.115
48 C -2.4104 5.4918 -1.4519  -0.073
49 C -2.2916 6.4014 -0.4127  -0.087
50 C -1.3533 6.1818 0.5873  -0.082
51 C -0.5357 5.0646 0.5408  -0.090
52 H 0.3865 2.6073 -4.0692  0.081
53 H 1.9497 2.9326 -3.2900  0.069
54 H 0.5523 3.9723 -2.9673  0.072
55 H -2.3487 1.8667 -2.7164  0.035
56 H -3.9971 1.8607 -4.5521  0.110
57 H -3.7075 0.3196 -6.4688  0.103
58 H -1.7491 -1.1869 -6.5479  0.103
59 H -0.0702 -1.1297 -4.7580  0.101
60 H 1.3034 -2.0438 -1.6818  0.042
61 H 3.2378 -3.2896 -2.5720  0.102
62 H 4.6103 -2.3019 -4.3815  0.103
63 H 4.0038 -0.0976 -5.3205  0.104
64 H 2.0401 1.1037 -4.4843  0.089
65 H 2.4054 4.4569 -1.7328  0.088
66 H 4.5297 5.3408 -0.9074  0.103
67 H 5.3076 4.8004 1.3774  0.102
68 H 3.9229 3.3548 2.8364  0.104
69 H 1.8068 2.4216 1.9824  0.084
70 H -1.7182 3.6537 -2.2948  0.073
71 H -3.1444 5.6494 -2.2314  0.105
72 H -2.9289 7.2750 -0.3786  0.101
73 H -1.2571 6.8834 1.4056  0.102
74 H 0.1968 4.9112 1.3256  0.101
75 Se -2.6396 1.0728 0.0418  0.643
76 C -4.1042 -0.1242 -0.2110  -0.627
77 C -4.6830 -0.2860 -1.4676  -0.114
78 C -5.7661 -1.1367 -1.6148  -0.162
79 N -6.3120 -1.8330 -0.6193  0.049
80 C -5.7513 -1.6766 0.5793  -0.162
81 C -4.6676 -0.8512 0.8312  -0.123
82 H -4.2830 0.2382 -2.3248  0.067
83 H -6.2189 -1.2690 -2.5923  0.098
84 H -6.1892 -2.2497 1.3880  0.098
85 H -4.2642 -0.7815 1.8310  0.086
86 C -4.3635 -4.4554 2.5963  -0.105
87 C -4.0615 -4.8388 1.2977  -0.091
88 C -2.9654 -4.2904 0.6458  -0.106
89 C -2.1556 -3.3350 1.2646  -0.338
90 C -2.4917 -2.9517 2.5656  -0.135
91 C -3.5717 -3.5107 3.2336  -0.095
92 Si -0.6522 -2.6116 0.3872  0.642
93 C 0.8424 -3.4457 1.2268  -0.324
94 C 1.8821 -4.0271 0.4957  -0.119
95 C 3.0214 -4.5261 1.1152  -0.094
96 C 3.1408 -4.4779 2.4968  -0.102
97 C 2.1056 -3.9408 3.2500  -0.102
98 C 0.9804 -3.4290 2.6196  -0.113
99 H -5.2173 -4.8842 3.1059  0.099
100 H -4.6826 -5.5665 0.7907  0.102
101 H -2.7400 -4.6044 -0.3662  0.091
102 H -1.8991 -2.1969 3.0726  0.074
103 H -3.8055 -3.1993 4.2449  0.099
104 H -0.6720 -3.2184 -0.9847  -0.029
105 H 1.7874 -4.1210 -0.5798  0.080
106 H 3.8085 -4.9751 0.5207  0.098
107 H 4.0212 -4.8783 2.9836  0.098
108 H 2.1748 -3.9224 4.3309  0.101
109 H 0.1814 -3.0220 3.2305  0.088

DFT total energy	-7457.45761	hartree
HOMO	-0.2505	hartree

---

# 2
3 unconnected molecules or ions with the total composition C28H41BF16N4O7P, computed with ωB97M-V/def2-TZVPD.

Each line ends with the Löwdin charge.
Cartesian coordinates (Å):
1 C 8.8373 -0.1160 -2.0279  0.067
2 C 7.5542 0.1267 -2.6019  -0.068
3 C 5.9844 0.4110 -3.1020  -0.112
4 C 5.0103 0.0406 -1.8382  -0.373
5 C 5.5519 -1.4200 -1.2355  -0.112
6 C 5.6700 -2.6660 -2.0923  0.009
7 C 4.9645 1.0852 -0.5322  -0.076
8 B 4.1304 2.4318 -1.0831  -0.395
9 O 4.6973 3.3821 -2.0950  0.034
10 O 2.7580 2.7942 -0.5904  -0.086
11 C 2.9799 3.8835 0.4109  -0.198
12 C 2.4744 3.3540 1.8871  -0.076
13 N 3.9189 0.3407 0.2736  0.063
14 C 3.0493 -0.5171 -0.6618  -0.138
15 N 2.1166 -1.4291 -0.2347  0.098
16 C 1.8681 -1.6351 1.2622  -0.146
17 C 1.6118 -3.2710 1.4919  -0.165
18 C 0.2943 -3.4506 2.4499  -0.204
19 C -1.0368 -3.5683 1.4668  -0.189
20 C -1.5826 -2.0389 1.1929  -0.181
21 C -3.1144 -2.1608 0.6016  -0.187
22 O -3.1817 -2.8573 -0.6957  -0.125
23 C -3.1315 -1.8515 -1.7726  -0.277
24 C -4.4459 -1.3783 -2.6571  -0.006
25 O -1.9538 -1.2405 -2.0603  -0.067
26 N 3.5134 -0.0861 -2.0351  -0.174
27 P 2.9213 -0.9839 -3.4534  0.919
28 N 1.1412 -1.0800 -3.4474  -0.182
29 O 3.2864 0.0777 -4.8310  -0.319
30 H 9.7012 -0.6329 -1.3957  0.067
31 H 5.8118 -0.2590 -4.0565  0.116
32 H 5.9617 1.5336 -3.4325  0.119
33 H 5.8909 -1.4920 -0.1003  0.128
34 H 5.8872 -3.7358 -1.6665  0.078
35 H 5.4546 -2.4815 -3.2520  0.056
36 H 5.9602 1.2644 0.0619  0.182
37 H 4.1874 3.2700 -2.9724  0.132
38 H 2.4041 4.8707 0.1592  0.141
39 H 4.1420 4.1095 0.3693  0.137
40 H 2.1934 4.2267 2.6346  0.079
41 H 1.5638 2.6269 1.6920  0.094
42 H 3.3680 2.7141 2.3360  0.087
43 H 3.4177 0.8573 1.0277  0.116
44 H 1.5690 -1.9837 -0.9529  0.151
45 H 0.9581 -0.9817 1.6588  0.127
46 H 2.7976 -1.3761 1.9334  0.138
47 H 2.6157 -3.7058 1.9698  0.131
48 H 1.4227 -3.7244 0.4280  0.105
49 H 0.2479 -2.5093 3.1763  0.118
50 H 0.4501 -4.3839 3.1386  0.115
51 H -1.9175 -4.1689 1.9900  0.126
52 H -0.7402 -4.1429 0.4660  0.124
53 H -1.6712 -1.5226 2.2639  0.132
54 H -0.8667 -1.3963 0.5022  0.104
55 H -3.7418 -2.7437 1.4195  0.145
56 H -3.5826 -1.0784 0.4335  0.146
57 H -4.1677 -1.5085 -3.7962  0.109
58 H -5.3726 -2.0416 -2.3364  0.078
59 H -4.6927 -0.2421 -2.3994  0.117
60 H 0.7030 -0.3879 -4.0968  0.057
61 H 0.7914 -2.0518 -3.5946  0.048
62 H 2.9798 0.9859 -4.5016  0.067
63 C 1.2343 8.9730 5.6572  -0.053
64 C 2.3484 8.2300 4.9053  -0.430
65 C 1.8801 7.0436 4.0714  -0.292
66 F 1.2993 6.0807 4.8233  0.079
67 F 2.9328 6.4519 3.4459  0.075
68 F 3.3172 7.8653 5.7874  0.127
69 F 2.9399 9.1358 4.0627  0.104
70 O 1.0630 8.6230 7.0340  0.035
71 C 0.2502 7.4755 7.2755  -0.476
72 C 1.0264 6.3228 7.9252  -0.263
73 F 2.0673 5.9217 7.1525  0.085
74 F 0.2307 5.2335 8.0998  0.093
75 F -0.3665 7.1147 6.1250  0.119
76 F -0.7377 7.8935 8.1128  0.141
77 H 1.5288 10.0295 5.6839  0.154
78 H 0.2837 8.9694 5.1114  0.147
79 H 1.1716 7.3562 3.2984  0.176
80 H 1.4238 6.6198 8.9004  0.178
81 C -6.8108 -4.7466 -4.3267  -0.055
82 C -7.6911 -3.9841 -3.3256  -0.425
83 C -7.8572 -4.6612 -1.9705  -0.291
84 F -8.4518 -5.8723 -2.0674  0.089
85 F -8.6498 -3.9146 -1.1555  0.093
86 F -8.8954 -3.7200 -3.8996  0.132
87 F -7.1044 -2.7617 -3.1217  0.067
88 O -7.5024 -5.5449 -5.2919  0.034
89 C -7.8689 -6.8521 -4.8530  -0.475
90 C -9.3882 -7.0580 -4.8009  -0.263
91 F -9.9853 -6.1718 -3.9645  0.089
92 F -9.6988 -8.2985 -4.3376  0.097
93 F -7.2597 -7.1140 -3.6722  0.121
94 F -7.3196 -7.7108 -5.7545  0.140
95 H -6.2944 -3.9874 -4.9273  0.149
96 H -6.0023 -5.3025 -3.8377  0.146
97 H -6.8935 -4.7859 -1.4677  0.174
98 H -9.8331 -6.9388 -5.7935  0.178

total charge	+1
DFT total energy	-3800.59590	hartree
HOMO	-0.4173	hartree

---

# 3
2 unconnected molecules or ions with the total composition C38H43ClFN3, computed with ωB97M-V/def2-TZVPD.

Each line ends with the Löwdin charge.
Cartesian coordinates (Å):
1 Cl 3.6752 -6.3530 -3.4620  0.694
2 C 2.3830 -5.9223 -2.3123  -0.489
3 N 2.9095 -5.2595 -1.0934  -0.268
4 C 3.8731 -6.1927 -0.3150  -0.066
5 C 4.3526 -5.4807 0.9283  -0.135
6 N 3.7353 -4.1624 0.9578  -0.178
7 F 4.3259 -2.4966 5.6360  0.033
8 C 2.2742 -4.2626 1.0793  -0.125
9 C 1.7524 -4.9340 -0.1748  -0.077
10 C 4.1145 -3.2923 -0.1527  -0.140
11 C 3.6295 -3.9293 -1.4229  -0.070
12 H 1.6946 -5.2285 -2.8133  0.111
13 H 1.8676 -6.8465 -2.0113  0.113
14 H 3.2929 -7.0903 -0.0573  0.145
15 H 4.7003 -6.4539 -0.9886  0.116
16 H 4.0370 -6.0117 1.8380  0.138
17 H 5.4444 -5.3447 0.9344  0.140
18 H 2.0514 -4.8536 1.9803  0.138
19 H 1.8758 -3.2437 1.1868  0.135
20 H 1.0791 -4.2692 -0.7300  0.144
21 H 1.2442 -5.8804 0.0584  0.146
22 H 3.6311 -2.3244 0.0278  0.132
23 H 5.2065 -3.1806 -0.1229  0.138
24 H 4.4507 -4.1593 -2.1113  0.117
25 H 2.8827 -3.2975 -1.9161  0.144
26 C 3.3195 6.6216 5.6628  -0.069
27 C 3.1459 5.8631 6.8182  -0.053
28 C 3.9075 4.7021 7.0135  -0.033
29 C 4.7291 4.1736 5.9918  -0.159
30 C 5.3218 2.7363 6.0642  -0.215
31 C 6.8771 2.7107 6.1985  -0.171
32 C 7.6624 3.8654 6.2918  -0.008
33 C 9.0592 3.7653 6.2172  -0.052
34 C 9.6715 2.5396 5.9637  -0.071
35 C 8.8983 1.3774 5.8957  -0.054
36 C 7.5247 1.4590 6.1776  -0.067
37 C 4.6116 1.9948 7.2031  -0.203
38 C 5.3571 1.3828 8.2109  -0.001
39 C 4.7133 0.5486 9.1165  -0.049
40 C 3.3347 0.4412 9.0879  -0.086
41 C 2.5649 1.1351 8.1466  -0.065
42 C 3.2042 1.9709 7.2357  -0.064
43 C 4.9934 1.9271 4.7678  -0.140
44 C 5.8179 2.2372 3.5169  -0.121
45 C 6.0100 0.9191 2.7792  -0.128
46 C 5.7496 -0.2141 3.7897  -0.092
47 N 5.1263 0.4253 4.9683  0.004
48 C 4.5076 -0.2595 5.9135  0.080
49 C 4.8015 -1.5846 6.5471  -0.229
50 C 4.1471 -2.1693 7.8000  -0.183
51 C 4.8664 -3.0895 8.5772  -0.032
52 C 4.2231 -4.1359 9.1837  -0.055
53 C 2.8257 -4.1247 9.3291  -0.038
54 C 2.1204 -3.1006 8.6952  -0.056
55 C 2.7897 -2.1016 8.0298  -0.083
56 C 4.9523 4.9951 4.8822  -0.040
57 C 4.2349 6.1905 4.7049  -0.055
58 H 2.7502 7.5329 5.5156  0.111
59 H 2.4147 6.1630 7.5703  0.115
60 H 3.7943 4.1834 7.9720  0.121
61 H 7.1925 4.8434 6.4261  0.123
62 H 9.6654 4.6645 6.3367  0.116
63 H 10.7486 2.4693 5.8268  0.112
64 H 9.3363 0.4078 5.6480  0.110
65 H 6.9563 0.5662 6.4202  0.095
66 H 6.4222 1.5547 8.3026  0.125
67 H 5.3181 0.0020 9.8472  0.130
68 H 2.8475 -0.2406 9.7888  0.127
69 H 1.4860 0.9753 8.0995  0.126
70 H 2.6114 2.5807 6.5505  0.137
71 H 3.9336 2.1252 4.5199  0.172
72 H 5.2534 2.9113 2.8729  0.121
73 H 6.7822 2.7216 3.7047  0.125
74 H 5.2564 0.8470 1.9776  0.116
75 H 6.9912 0.8053 2.2983  0.126
76 H 5.0908 -0.9738 3.3337  0.130
77 H 6.6827 -0.7085 4.1059  0.134
78 H 3.4369 -0.0187 6.0762  0.156
79 H 5.8796 -1.7965 6.6632  0.157
80 H 5.9232 -2.9370 8.6894  0.118
81 H 4.7950 -4.9527 9.6121  0.116
82 H 2.2850 -4.8799 9.8749  0.110
83 H 1.0387 -3.0145 8.7615  0.117
84 H 2.2798 -1.2042 7.7308  0.088
85 H 5.6915 4.6979 4.1390  0.106
86 H 4.3921 6.7703 3.7998  0.110

total charge	+2
DFT total energy	-2197.47823	hartree
HOMO	-0.4764	hartree